[1]
Computed, not measured: a molecular structure, C5H35N2O12 at a distorted geometry, with wB97M-V/def2-TZVPD.

```
54
Properties=species:S:1:pos:R:3:nbo_charge:R:1
C -0.635 0.530 0.063 -0.225
N -1.079 0.147 1.402 -0.655
C -1.177 1.304 2.287 -0.422
C -0.694 -0.627 -0.935 -0.053
C -0.611 -0.023 -2.343 -0.624
N 0.343 -1.602 -0.589 -0.710
C 0.633 -2.646 -1.554 0.092
O 1.296 -2.248 -2.736 -0.779
H 0.380 0.931 0.072 0.187
H -1.267 1.335 -0.265 0.202
H -0.437 -0.498 1.779 0.364
H -1.857 2.043 1.871 0.225
H -0.218 1.827 2.431 0.168
H -1.546 0.995 3.256 0.199
H -1.668 -1.073 -0.824 0.173
H 0.359 0.434 -2.511 0.222
H -1.384 0.733 -2.514 0.184
H -0.723 -0.794 -3.103 0.227
H 1.202 -1.174 -0.296 0.413
H -0.297 -3.120 -1.876 0.153
H 1.252 -3.389 -1.038 0.163
H 2.126 -1.223 1.994 0.509
H 0.745 -1.546 2.625 0.460
O 1.674 -1.671 2.763 -0.998
H -4.083 0.444 -0.346 0.505
H -3.335 0.931 -1.582 0.465
O -4.180 1.043 -1.118 -0.978
H -0.164 -2.695 0.975 0.509
H -1.496 -2.502 1.738 0.469
O -0.616 -2.905 1.823 -0.997
H 2.551 2.371 -0.388 0.503
H 2.099 2.081 1.506 0.461
O 2.854 1.900 0.936 -1.033
H -3.803 2.683 -0.264 0.493
H -2.659 3.645 -0.556 0.470
O -3.337 3.484 0.072 -0.981
H 3.108 3.251 -1.576 0.466
H 2.736 0.570 -2.081 0.489
O 2.343 2.690 -1.382 -1.051
H 0.471 -4.428 2.250 0.476
H 1.619 -3.512 2.705 0.500
O 1.373 -4.480 2.597 -1.007
H 2.987 -0.434 -0.987 0.502
H 1.956 -1.553 -2.510 0.503
O 3.051 -0.321 -1.965 -1.002
H 0.870 3.630 -1.357 0.506
H 0.051 4.433 -2.394 0.455
O 0.104 4.235 -1.454 -0.995
H 3.768 -0.750 0.847 0.470
H 2.879 0.765 0.814 0.498
O 2.836 -0.512 0.675 -1.148
H -3.801 -1.604 0.841 0.470
H -2.830 -0.437 1.229 0.503
O -3.770 -0.666 0.991 -0.995
```

Properties
- M (Da) = 315.34
- net charge = -1
- ΔE to the lowest compared entry with this formula, charge and spin (kJ/mol) = 0.0
- LUMO (eV) = 2.53
- electronic energy (eV) = -33307.309
- multiplicity = 1
- strongest force on any atom (eV Å⁻¹) = 1.7

[2]
Computed, not measured: 13 unconnected molecules or ions with the total composition C5H35NO13S at a distorted geometry, with wB97M-V/def2-TZVPD.

```
55
Properties=species:S:1:pos:R:3:nbo_charge:R:1
C -0.721 -2.934 0.486 -0.502
C -0.312 -4.283 1.080 -0.550
S 1.182 -5.022 0.485 0.001
C 0.157 -1.802 1.024 0.729
N -0.230 -1.116 2.158 -0.479
C 0.861 -0.295 2.803 -0.443
C -1.297 -1.526 3.064 -0.459
O 1.047 -1.378 0.286 -0.709
H -1.738 -2.716 0.913 0.239
H -0.551 -2.928 -0.598 0.245
H -1.291 -4.873 1.006 0.229
H -0.065 -4.042 2.244 0.221
H 0.900 -4.971 -0.831 0.130
H 1.624 -0.984 3.362 0.195
H 1.504 0.010 1.979 0.229
H 0.343 0.542 3.356 0.257
H -1.247 -1.161 4.086 0.242
H -1.283 -2.615 3.379 0.201
H -2.376 -1.389 2.733 0.226
H 0.834 -0.203 -1.991 0.499
H -0.176 0.886 -2.664 0.516
O -0.020 -0.080 -2.463 -0.990
H -1.098 4.209 0.330 0.483
H -1.896 5.201 1.290 0.479
O -1.862 4.372 0.859 -0.960
H 2.204 3.869 -1.521 0.502
H 1.760 2.558 -1.104 0.487
O 1.359 3.328 -1.473 -1.000
H 3.951 3.615 -0.174 0.495
H 3.970 3.201 -1.685 0.485
O 3.837 3.978 -1.068 -0.940
H -1.455 0.514 -0.827 0.512
H -0.740 1.881 -1.184 0.476
O -1.003 1.300 -0.395 -0.984
H -0.159 3.627 -4.072 0.467
H 0.731 3.173 -3.101 0.491
O 0.241 2.769 -3.836 -0.982
H -1.523 2.119 4.094 0.506
H -2.209 0.869 4.650 0.460
O -1.627 1.548 4.951 -0.968
H -1.183 -1.135 -1.996 0.473
H -2.268 -1.564 -2.966 0.496
O -2.162 -1.252 -2.029 -1.021
H 2.061 -2.828 -1.783 0.480
H 0.995 -2.396 -2.744 0.460
O 1.795 -2.962 -2.730 -0.938
H -2.052 -0.502 -4.805 0.492
H -0.682 -1.271 -4.444 0.496
O -1.611 -1.314 -4.595 -0.960
H -1.254 0.641 1.901 0.468
H -1.593 1.932 1.311 0.513
O -1.663 1.457 2.172 -0.988
H 3.368 0.598 0.680 0.475
H 1.975 0.317 0.129 0.509
O 2.648 1.029 0.268 -0.993
```

Properties
- M (Da) = 349.40
- ΔE to the lowest compared entry with this formula, charge and spin (kJ/mol) = 243.5
- LUMO (eV) = -0.11
- electronic energy (eV) = -44694.736
- multiplicity = 1
- strongest force on any atom (eV Å⁻¹) = 3.4

[3]
Computed, not measured: 13 unconnected molecules or ions with the total composition C5H35NO14 at a distorted geometry, with wB97M-V/def2-TZVPD.

```
55
Properties=species:S:1:pos:R:3:nbo_charge:R:1
O 3.159 1.863 -0.559 -0.550
C 2.510 1.221 -1.347 0.459
C 1.352 0.318 -0.819 -0.181
C 1.373 -0.992 -1.619 -0.428
C 2.607 -1.847 -1.274 -0.620
N 0.089 1.061 -0.904 -0.705
C -0.087 1.965 -2.053 0.080
O 0.187 1.312 -3.280 -0.768
H 2.687 1.195 -2.506 0.158
H 1.515 0.054 0.314 0.251
H 0.439 -1.583 -1.376 0.212
H 1.342 -0.767 -2.712 0.211
H 2.674 -1.987 -0.171 0.235
H 3.478 -1.319 -1.621 0.197
H 2.567 -2.829 -1.708 0.214
H -0.712 0.438 -0.812 0.408
H -1.087 2.375 -2.057 0.183
H 0.632 2.747 -2.035 0.168
H -0.366 0.565 -3.428 0.492
H -0.005 2.144 0.653 0.518
H -0.064 3.431 1.579 0.494
O 0.053 2.437 1.604 -1.008
H -2.083 0.724 0.895 0.516
H -1.289 1.248 2.075 0.513
O -1.741 0.451 1.774 -1.014
H -2.986 -0.271 -2.920 0.506
H -4.384 0.433 -3.096 0.495
O -3.786 -0.035 -2.463 -0.984
H -1.381 -1.161 -2.536 0.515
H -1.208 -1.563 -4.023 0.498
O -1.403 -0.848 -3.420 -0.991
H 0.563 -1.095 2.952 0.521
H -0.366 -0.546 1.772 0.506
O 0.316 -1.227 2.004 -1.045
H -3.106 0.875 -1.208 0.510
H -3.681 1.889 -0.144 0.485
O -2.867 1.469 -0.457 -0.996
H -2.566 -0.916 2.437 0.506
H -3.918 -1.702 2.464 0.471
O -2.949 -1.776 2.623 -0.980
H 2.360 -0.970 3.983 0.512
H 1.739 0.472 3.814 0.493
O 1.551 -0.418 4.230 -0.981
H 2.958 -0.121 2.038 0.492
H 2.113 -1.329 1.834 0.480
O 3.012 -1.109 2.076 -1.008
H -1.628 -2.121 -0.235 0.518
H -2.839 -1.403 -0.891 0.488
O -1.855 -1.386 -0.912 -1.047
H -2.015 -2.925 1.560 0.507
H -0.482 -2.568 1.282 0.519
O -1.304 -3.074 0.949 -0.996
H 1.633 1.865 1.974 0.497
H 2.913 1.759 1.121 0.506
O 2.553 1.534 2.046 -1.028
```

Properties
- M (Da) = 333.33
- ΔE to the lowest compared entry with this formula, charge and spin (kJ/mol) = 133.4
- LUMO (eV) = -0.13
- electronic energy (eV) = -35909.683
- multiplicity = 1
- strongest force on any atom (eV Å⁻¹) = 2.6

LUMO of number 1 (C5H35N2O12)?
2.53 eV

Look up the multiplicity of the second one.
1